Entry 1:
{"formula": "C7H9ClF4N2", "method": "the ωB97M-V functional and the def2-TZVPD basis", "gap_ha": [0.256, 0.286], "lumo_energy_ev": [-0.42, -0.20], "e_tot_ev": -33774.3560, "homo_ev": [-7.38, -7.97], "species": ["C", "C", "C", "C", "C", "C", "C", "N", "N", "F", "F", "F", "F", "Cl", "H", "H", "H", "H", "H", "H", "H", "H", "H"], "coordinates": [[0.006705, -0.862461, 1.407661], [-1.222762, -0.417125, 1.542627], [-1.995744, 0.299041, 0.474981], [0.923837, -0.777778, 0.176715], [-1.940350, -0.466440, -0.842416], [2.233246, -0.377698, 0.716078], [-1.894500, -0.463458, 2.875597], [0.478197, 0.109536, -0.764089], [-2.325961, 0.202073, -1.939541], [1.074073, -2.110309, -0.354130], [-2.623186, 0.629331, 3.212979], [-2.760647, -1.470133, 3.147576], [-0.970242, -0.664857, 3.847922], [-1.754095, -2.146052, -0.927903], [0.571787, -1.308675, 2.136304], [-3.026012, 0.378061, 0.862846], [-1.573786, 1.267183, 0.243239], [2.786919, -1.099204, 1.362446], [2.250040, 0.393773, 1.564218], [2.981722, -0.022418, -0.120308], [0.646914, -0.265956, -1.705452], [-2.529165, -0.295739, -2.828182], [-1.859784, 1.167377, -2.027197]], "forces_ev_per_a": [[0.012, 0.101, -2.167], [-0.367, 0.849, 0.105], [-0.370, -1.550, -0.350], [-0.794, -0.113, 0.599], [2.248, 1.318, 0.339], [4.611, 1.483, 1.284], [0.042, -0.900, 2.443], [-2.797, 0.125, -1.632], [0.449, 1.422, -1.331], [0.026, 0.115, 0.348], [0.699, 0.315, -0.666], [-0.302, -0.428, -1.352], [0.303, 0.723, -0.056], [-0.947, -0.104, -0.008], [0.566, -1.110, 2.327], [0.096, 0.167, -0.633], [-0.067, 0.347, 0.175], [-0.534, -0.611, -1.017], [-0.828, -0.147, -1.729], [-1.603, -0.662, 1.623], [0.237, 0.176, 0.436], [0.624, 0.514, 1.137], [-1.306, -2.032, 0.124]]}


Entry 2:
{"formula": "C7H9ClN2O2", "method": "the ωB97M-V functional and the def2-TZVPD basis", "e_above_lowest_kcal_mol": 60.7, "gap_ha": [0.301, 0.257], "spin_multiplicity": 3, "s2": 2.04, "lumo_energy_ev": [0.32, -2.12], "e_tot_ev": -26996.3882, "homo_ev": [-7.89, -9.10], "species": ["C", "C", "C", "C", "C", "C", "C", "N", "N", "O", "O", "Cl", "H", "H", "H", "H", "H", "H", "H", "H", "H"], "coordinates": [[0.769701, -0.907831, 2.057851], [0.251051, 0.261530, 1.654686], [2.021528, -1.850485, -0.065722], [1.581637, -1.858084, 1.306164], [0.695052, 1.068998, 0.399270], [-0.377027, 1.228974, -0.754964], [-1.836598, 0.816395, -0.439868], [-2.684536, 0.582603, -1.608076], [0.014236, 1.393531, -1.899758], [1.613487, -1.125762, -1.008070], [-0.025208, 1.548359, -3.107775], [2.083046, -3.156533, 2.304528], [0.415540, -1.341955, 2.998992], [-0.488505, 0.762195, 2.270163], [2.724870, -2.626437, -0.390234], [1.013301, 2.231908, 0.685450], [1.474636, 0.488995, -0.110068], [-1.796967, -0.097837, 0.114189], [-2.300621, 1.593656, 0.118271], [-2.375216, -0.287925, -2.044846], [-2.773405, 1.275703, -2.480183]], "forces_ev_per_a": [[-0.366, -1.232, -0.625], [0.369, 1.829, -1.595], [-0.579, 0.345, -2.425], [-0.302, 1.295, 0.805], [-0.195, 2.038, 0.211], [-1.145, -1.561, 2.983], [0.287, 1.173, -2.233], [-0.314, 0.323, -2.597], [2.050, 0.768, -1.843], [0.473, -1.215, 1.990], [-0.694, -0.106, 0.210], [0.376, -0.386, -0.345], [0.162, 0.382, -0.230], [0.102, -0.169, 0.237], [0.158, -0.228, 0.654], [-0.581, -3.194, -0.399], [0.047, 1.040, 0.535], [-0.118, -0.511, 0.488], [-0.304, 0.581, 0.932], [-0.237, 0.279, 0.072], [0.811, -1.453, 3.177]]}


Entry 3:
{"formula": "C7H9F", "method": "the ωB97M-V functional and the def2-TZVPD basis", "e_above_lowest_kcal_mol": 31.6, "gap_ha": 0.405, "lumo_energy_ev": 1.11, "e_tot_ev": -10120.0614, "homo_ev": -9.92, "species": ["C", "C", "C", "C", "C", "C", "C", "H", "H", "H", "H", "H", "H", "H", "H", "H", "F"], "coordinates": [[-1.449786, -0.637493, 0.034907], [-0.515226, 0.097867, 1.038852], [-0.526563, 1.293566, 0.058274], [-0.606906, 0.189510, -0.962680], [0.731518, -0.548454, -0.795977], [1.907049, 0.066615, -0.022238], [0.794862, -0.631728, 0.695450], [-1.372533, -1.737086, 0.040122], [-0.756048, 0.204745, 2.113228], [0.228178, 2.044421, -0.011078], [-1.520876, 1.830871, 0.160165], [-0.975491, 0.384621, -1.980510], [0.971184, -1.354847, -1.451594], [1.997945, 1.124210, 0.040191], [2.895212, -0.439094, -0.076561], [0.974586, -1.580896, 1.161300], [-2.777109, -0.306836, -0.041858]], "forces_ev_per_a": [[0.749, -0.225, -0.356], [0.353, 0.396, 1.503], [-2.703, 0.616, 0.718], [0.545, -0.397, -1.820], [0.694, 0.523, -0.371], [-0.138, -0.485, -0.349], [-0.279, -0.476, 0.414], [-0.026, 0.379, -0.176], [0.064, -0.028, -0.588], [0.712, 0.216, 0.164], [1.101, -0.634, -0.212], [0.178, -0.172, 0.314], [-0.074, -0.565, -0.182], [0.068, 0.635, 0.105], [-1.043, 0.176, -0.039], [0.143, -0.227, 0.320], [-0.343, 0.270, 0.556]]}


Entry 4:
{"formula": "C7H9F", "method": "the ωB97M-V functional and the def2-TZVPD basis", "e_above_lowest_kcal_mol": 38.8, "gap_ha": 0.366, "smiles": "C#C/C=C(/CC)CF", "lumo_energy_ev": 0.87, "e_tot_ev": -10119.7482, "homo_ev": -9.09, "species": ["C", "C", "C", "C", "C", "C", "C", "F", "H", "H", "H", "H", "H", "H", "H", "H", "H"], "coordinates": [[-3.593235, -0.005110, 0.251994], [-2.469709, -0.313782, -0.139874], [-1.174254, -0.721402, -0.615457], [-0.089817, -0.020808, -0.290285], [1.304039, -0.410094, -0.705422], [2.127680, -0.631009, 0.581567], [-0.149883, 1.345263, 0.353890], [0.208923, 2.263376, -0.572957], [-4.646768, 0.200704, 0.398954], [-1.117222, -1.613529, -1.201200], [1.290196, -1.368073, -1.235533], [1.803298, 0.349830, -1.334894], [2.206276, 0.293104, 1.176390], [1.740297, -1.461522, 1.135441], [3.181119, -0.888508, 0.253721], [0.536891, 1.401383, 1.199026], [-1.157838, 1.580175, 0.744635]], "forces_ev_per_a": [[1.734, -0.732, -1.155], [-2.574, 0.378, 0.574], [-0.446, 0.812, 1.010], [0.600, 0.728, -0.918], [0.125, -0.378, 0.626], [1.903, 0.533, -1.341], [-1.174, -1.206, 1.423], [0.414, 1.041, -0.887], [0.781, -0.019, 0.152], [0.059, -0.486, -0.192], [-0.081, 0.248, -0.190], [-0.452, -0.266, 0.252], [-0.082, -0.574, -0.050], [-0.250, -0.290, 0.547], [-1.036, 0.198, 0.564], [0.080, 0.117, -0.042], [0.400, -0.104, -0.372]]}